1:
35
Properties=species:S:1:pos:R:3 method="wB97M-V/def2-TZVPD" orbital_gap_ha=0.3109 smiles=Cc1c[nH]c2ccccc12.Cc1ccc(O)cc1 homo_ev=-7.9 total_charge=0
C 3.49 1.77 1.22
C 0.43 2.37 -0.85
C 1.82 2.51 -0.68
C 2.17 1.88 0.56
C 0.99 1.40 1.08
C -0.27 3.05 -1.84
C 0.40 3.94 -2.64
C 1.83 4.02 -2.54
C 2.51 3.40 -1.51
N -0.09 1.76 0.28
H -1.36 3.03 -1.86
H 0.07 4.34 -3.59
H -1.00 1.34 0.29
H 2.41 4.66 -3.19
H 0.84 0.78 1.95
H 3.56 3.57 -1.31
H 3.40 1.38 2.23
H 3.98 2.75 1.23
H 4.17 1.10 0.68
C -2.08 -3.81 -1.66
C -1.63 -3.95 2.07
C -1.71 -4.36 0.75
C -1.67 -2.59 2.38
C -1.93 -3.39 -0.23
C -2.02 -1.65 1.46
C -2.12 -2.06 0.10
O -1.36 -2.31 3.69
H -1.22 -4.60 2.83
H -1.42 -5.36 0.47
H -1.36 -1.35 3.79
H -1.98 -0.58 1.67
H -1.85 -4.85 -1.86
H -1.38 -3.32 -2.36
H -2.58 -1.30 -0.52
H -3.05 -3.53 -2.09

---

2:
35
Properties=species:S:1:pos:R:3 method="wB97M-V/def2-TZVPD" orbital_gap_ha=0.3207 smiles=Cc1c[nH]c2ccccc12.Cc1ccc(O)cc1 homo_ev=-7.8 total_charge=0
C -1.14 2.18 -1.50
C 1.77 2.90 0.75
C 0.95 2.07 0.01
C -0.09 2.82 -0.66
C 0.13 4.11 -0.31
C 2.91 1.05 1.76
C 2.61 2.41 1.73
C 2.15 0.17 0.95
C 1.16 0.67 0.10
N 1.22 4.24 0.57
H 3.53 0.50 2.46
H 3.12 3.12 2.35
H 2.13 -0.87 1.22
H 0.53 -0.01 -0.46
H 1.89 4.99 0.48
H -0.46 5.00 -0.39
H -0.69 1.48 -2.20
H -1.83 2.84 -2.01
H -1.81 1.65 -0.81
C -0.94 -1.37 -2.79
C -2.70 -2.96 0.10
C -2.45 -2.31 -1.07
C -1.56 -3.29 0.85
C -1.13 -2.23 -1.57
C -0.30 -3.48 0.32
C -0.09 -2.91 -1.00
O -1.69 -3.57 2.22
H -3.70 -2.96 0.48
H -3.22 -1.94 -1.74
H -1.42 -4.46 2.43
H 0.45 -3.73 1.05
H -1.61 -1.42 -3.66
H 0.08 -1.43 -3.21
H 0.82 -3.13 -1.52
H -0.95 -0.33 -2.32

---

Which structure is most stable? 1, by 0.774 eV over the runner-up.

---

1:
15
Properties=species:S:1:pos:R:3 method="wB97M-V/def2-TZVPD" orbital_gap_ha=0.3045 homo_ev=-13.9 total_charge=+1
C -0.25 -0.83 -0.94
C -1.33 1.07 0.49
C 0.92 0.04 1.00
C -1.22 -0.39 0.17
C 1.10 -0.34 -0.55
N -0.54 0.18 1.25
O 2.10 -0.44 -1.32
H -0.22 -1.87 -0.84
H -0.55 -0.55 -1.91
H -0.68 1.84 -0.14
H -2.08 1.61 1.08
H 1.18 -0.85 1.50
H 1.27 1.04 1.17
H -2.03 -1.15 0.14
H 3.05 -0.02 -0.97

---

2:
15
Properties=species:S:1:pos:R:3 method="wB97M-V/def2-TZVPD" orbital_gap_ha=0.3117 homo_ev=-14.4 total_charge=+1
C -0.44 1.24 0.14
C 1.66 0.00 -0.67
C -0.25 -1.21 0.27
C 1.05 0.74 0.39
C -1.20 0.03 0.21
N 1.07 -0.74 0.47
O -2.45 -0.03 -0.09
H -0.72 2.00 0.90
H -0.55 1.82 -0.82
H 1.31 0.12 -1.76
H 2.74 -0.26 -0.70
H -0.66 -1.95 1.06
H -0.51 -2.00 -0.52
H 1.61 1.24 1.20
H -2.66 -1.00 -0.08

---

Which structure is most stable? 2, by 0.520 eV over the runner-up.

---

1:
15
Properties=species:S:1:pos:R:3 method="wB97M-V/def2-TZVPD" orbital_gap_ha=0.3412 smiles="C/C=C/[N+](C)=C=O" homo_ev=-14.3 total_charge=+1
C -0.33 0.22 0.32
C -1.84 -1.64 0.03
C 0.80 0.91 0.26
C 0.84 2.19 0.96
C 0.18 -1.81 -1.18
N -0.73 -1.08 -0.26
O -2.87 -2.11 0.24
H -1.22 0.80 0.66
H 1.61 0.55 -0.43
H 0.78 3.11 0.30
H 1.70 2.46 1.46
H 0.00 2.25 1.66
H 1.13 -1.39 -0.98
H -0.17 -1.60 -2.15
H 0.12 -2.85 -0.87

---

2:
15
Properties=species:S:1:pos:R:3 method="wB97M-V/def2-TZVPD" orbital_gap_ha="0.3071 / 0.3098" homo_ev="-13.8 / -13.8" total_charge=+1
C -1.19 -0.20 0.37
C -1.82 0.22 1.59
C 0.20 1.03 2.20
C 0.85 -0.76 -1.98
C 1.08 0.15 -0.79
N -0.01 0.10 0.19
O -0.92 0.73 2.36
H -2.01 -0.46 -0.42
H -2.77 0.12 2.03
H 1.27 0.91 2.50
H 1.75 -0.71 -2.56
H -0.07 -0.47 -2.57
H 0.63 -1.77 -1.62
H 0.94 1.23 -1.07
H 2.07 -0.13 -0.23

---

3:
15
Properties=species:S:1:pos:R:3 method="wB97M-V/def2-TZVPD" orbital_gap_ha="0.2764 / 0.2745" homo_ev="-13.0 / -13.0" total_charge=+1
C 1.75 -0.59 0.45
C -0.48 0.15 -2.19
C -0.80 0.53 -0.96
C 0.43 -1.31 0.34
C -0.41 -0.10 0.27
N -0.48 0.73 1.35
O 1.98 0.46 1.02
H -0.90 0.75 -2.93
H 0.27 -0.60 -2.40
H -1.49 1.35 -0.72
H 0.40 -2.13 -0.40
H 0.30 -1.75 1.30
H -0.63 0.12 2.17
H -0.99 1.54 1.22
H 1.04 0.86 1.48

---

Which structure is most stable? 1, by 1.819 eV over the runner-up.